(1)
10
Properties=species:S:1:pos:R:3:mulliken_charge:R:1 method="wB97M-V/def2-TZVPD" smiles=N#Cc1ccsc1Cl charge=0 lumo_energy_ev=-0.0951 fmax_ev_per_a=4.78 e_tot_ev=-30064.1921 e_homo_ev=-9.149
N -1.0648 -2.5733 1.4750 -0.439
C -0.6741 -1.6196 0.9700 0.158
C -0.2121 -0.4648 0.3338 0.249
C 0.8499 -0.3590 -0.5845 -0.650
C 1.0156 0.8860 -1.0975 -0.253
S -0.1159 2.0340 -0.4918 -0.094
C -0.8648 0.8677 0.5100 0.364
Cl -2.1494 1.2135 1.5496 -0.165
H 1.4710 -1.1947 -0.8518 0.402
H 1.7447 1.2102 -1.8127 0.429

---

(2)
11
Properties=species:S:1:pos:R:3:mulliken_charge:R:1 method="wB97M-V/def2-TZVPD" charge=-1 lumo_energy_ev=3.2963 fmax_ev_per_a=6.93 e_tot_ev=-32667.0550 e_homo_ev=-3.773
C -0.1865 1.7293 -0.1843 -0.075
C -0.6159 1.4154 1.0962 -0.523
C 0.4422 0.8300 -0.9236 -0.193
C 0.2359 -1.0268 0.1827 0.121
C 0.3931 -2.5039 -0.1256 0.561
O 0.6159 -2.8557 -1.2485 -0.645
O 0.2507 -3.0371 0.9683 -0.669
S -0.4743 -0.2535 1.5163 -0.047
Cl 1.1444 0.9908 -2.4667 -0.209
H -0.4498 2.7922 -0.3799 0.275
H -1.3556 1.9194 1.5650 0.405

---

(3)
13
Properties=species:S:1:pos:R:3:mulliken_charge:R:1 method="wB97M-V/def2-TZVPD" smiles="O[C@]1(F)OC=C(F)C(F)=C1F" charge=0 lumo_energy_ev=0.5694 fmax_ev_per_a=4.62 e_tot_ev=-20179.8631 e_homo_ev=-9.034
O -1.7195 1.6089 0.5443 -0.494
C -1.0101 0.7044 -0.1234 0.713
F -1.2016 0.8262 -1.4859 -0.295
O -1.2914 -0.5929 0.2282 -0.358
C -0.3469 -1.5594 0.0770 -0.396
C 0.9678 -1.3274 -0.0140 0.410
F 1.8161 -2.3544 -0.1534 -0.270
C 1.5425 0.0048 0.0932 0.348
F 2.8691 0.0983 0.2094 -0.275
C 0.7282 1.0561 0.1157 0.113
F 1.0098 2.3317 0.2831 -0.256
H -2.5917 1.7554 0.1508 0.346
H -0.7721 -2.5516 0.0751 0.415

---

(4)
10
Properties=species:S:1:pos:R:3:mulliken_charge:R:1 method="wB97M-V/def2-TZVPD" smiles="O=C=C[C@H]1C([O-])=C1F" charge=-1 lumo_energy_ev=3.7037 fmax_ev_per_a=3.59 e_tot_ev=-12026.6136 e_homo_ev=-2.890
O -3.2719 0.2637 0.1904 -0.515
C -2.1790 0.1070 -0.2727 0.536
C -0.8930 0.1562 -0.4710 -0.558
C 0.1872 0.0310 0.5862 -0.158
C 1.3619 -0.8214 0.0145 0.257
O 1.7625 -1.9309 -0.2355 -0.705
C 1.6206 0.5067 0.2053 -0.165
F 2.1012 1.7619 -0.1729 -0.311
H -0.4001 -0.0750 -1.4343 0.262
H -0.2896 0.0007 1.5900 0.357

---

(5)
9
Properties=species:S:1:pos:R:3:mulliken_charge:R:1 method="wB97M-V/def2-TZVPD" smiles=C#CC#N.C#CI charge=0 lumo_energy_ev=0.1154 fmax_ev_per_a=1.67 e_tot_ev=-14802.7659 e_homo_ev=-9.888
C -0.0091 0.6661 -1.4036 -0.134
C -0.7940 1.4234 -0.8892 -0.123
C -1.3101 2.4531 -0.1300 0.132
N -1.7662 3.3840 0.3724 -0.373
H 0.5357 0.1299 -2.1192 0.466
C 0.9593 -0.1154 1.5257 0.098
C 1.9598 0.0954 0.9132 -0.729
I 3.4039 0.3229 -0.4555 0.251
H 0.1829 -0.1458 2.2074 0.412

---

(6)
12
Properties=species:S:1:pos:R:3:mulliken_charge:R:1 method="wB97M-V/def2-TZVPD" charge=0 lumo_energy_ev="-1.8035 / -1.4820" fmax_ev_per_a=3.94 e_tot_ev=-28616.8085 e_homo_ev="-8.801 / -7.719"
C 0.6919 2.0389 0.2411 -0.057
C -2.1840 -1.9505 -0.4492 -0.085
C -0.3277 -1.1927 0.4957 -0.033
C -0.6338 -0.0157 -0.1011 0.565
C 2.9066 0.9311 0.7906 -0.032
N -0.3172 1.2492 -0.0299 -0.437
N 1.9018 1.5175 0.4737 -0.113
N -1.1570 -2.2381 0.2797 -0.522
S -2.2851 -0.3073 -1.0153 -0.141
I 4.0362 -0.2914 -0.4678 0.104
H 0.2177 3.0614 0.3748 0.336
H -2.8495 -2.8024 -0.5922 0.415

---

(7)
9
Properties=species:S:1:pos:R:3:mulliken_charge:R:1 method="wB97M-V/def2-TZVPD" smiles="N#CC1(C#N)C=C1" charge=0 lumo_energy_ev=0.0814 fmax_ev_per_a=5.51 e_tot_ev=-8192.8511 e_homo_ev=-11.158
N 2.0241 -1.8997 -0.7344 -0.385
C 1.1339 -1.1855 -0.4347 0.131
C -0.1611 -0.1474 -0.0052 0.375
C -1.3670 -0.8306 -0.0963 0.269
N -2.4086 -1.3358 -0.0643 -0.361
C 0.0050 1.3592 -0.2992 -0.427
C 0.2879 0.9302 0.9002 -0.427
H -0.3000 1.9000 -1.0961 0.486
H 0.7858 1.2097 1.8301 0.338

---

(8)
10
Properties=species:S:1:pos:R:3:mulliken_charge:R:1 method="wB97M-V/def2-TZVPD" charge=0 lumo_energy_ev=-2.2852 fmax_ev_per_a=11.50 e_tot_ev=-10239.3178 e_homo_ev=-11.199
N 1.1838 2.1933 0.7942 -0.403
C 0.1835 1.7192 0.2022 0.294
C -0.9389 0.8671 -0.1640 -0.241
C -0.9515 -0.4611 -0.1600 -0.348
C 0.1396 -1.3771 -0.3937 0.627
O 0.0857 -2.6387 -0.1673 -0.489
C 1.4816 -0.7922 -0.4523 0.191
N 2.4443 -0.1382 0.1148 -0.367
H -1.8408 1.5936 0.3502 0.256
H -1.7873 -0.9658 -0.1240 0.481

---

(9)
10
Properties=species:S:1:pos:R:3:mulliken_charge:R:1 method="wB97M-V/def2-TZVPD" charge=0 lumo_energy_ev=-1.9672 fmax_ev_per_a=10.06 e_tot_ev=-10239.3652 e_homo_ev=-10.327
C 1.2748 -0.3994 0.4638 0.550
C -0.6079 -0.0601 1.2137 0.127
C -0.4738 0.2254 -0.3334 0.924
C -1.5684 0.6816 -1.0224 -0.620
C -2.2627 1.1618 -1.9261 -0.196
H -1.5583 0.4657 1.8189 0.254
H -2.8682 1.3932 -2.9610 0.329
N 0.4327 -0.5241 1.6335 -0.486
N 0.7902 0.2128 -0.5249 -0.420
O 2.2119 -1.1669 0.3760 -0.463

---

What is the charge in the sixth record?
0